Computed, not measured: one molecule with the formula C4H9NO2 in a non-equilibrium geometry, with ωB97M-V with the def2-TZVPD basis set.

The value obtained for the strongest force on any atom is 0.0742 hartree/bohr. Its spin multiplicity is 1. Its lowest unoccupied orbital energy is 0.873 eV. As for the gap between HOMO and LUMO: 0.394 Eh. The value obtained for the HOMO energy is -9.85 eV. The total energy is -363.0238 hartree.

Last column: natural (NBO) charge in e.
CARTESIAN COORDINATES (ANGSTROEM)
N (-0.0254, 2.6759, -0.8453)  -0.8092
C (0.5198, 1.4594, -0.9864)  0.6838
O (1.7214, 1.3047, -1.1425)  -0.6433
C (-0.3935, 0.2917, -0.7396)  -0.5072
C (0.2927, -0.1981, 0.5418)  -0.4518
C (0.0052, -1.6372, 0.8570)  -0.0712
O (-1.3831, -1.9210, 0.9159)  -0.7259
H (0.6224, 3.4352, -0.7408)  0.4055
H (-1.0147, 2.7897, -0.7558)  0.3971
H (-1.4605, 0.5503, -0.7736)  0.2130
H (-0.1956, -0.4310, -1.5291)  0.2259
H (1.4374, -0.0743, 0.0546)  0.2878
H (-0.0691, 0.4063, 1.4222)  0.2106
H (0.4629, -2.1886, 0.0327)  0.1526
H (0.4806, -1.9040, 1.8129)  0.1640
H (-1.4278, -2.8836, 0.9650)  0.4682